Record 1
Density functional theory data (the ωB97M-V functional and the def2-TZVPD basis) for a molecular structure, C27H67NO19V.

The value obtained for the HOMO energy (spin up / spin down) is -7.5 / -8.4 eV.

```
! wB97M-V def2-TZVPD RIJCOSX def2/J DEFGRID3
* xyz 0 4
V 0.039 8.234 -15.509
C 1.864 7.988 -19.331
C 1.190 8.045 -17.976
O 1.131 7.103 -17.181
O 0.616 9.005 -17.441
H 2.166 8.937 -19.775
H 1.119 7.485 -19.946
H 2.676 7.313 -19.061
C 3.659 7.801 -13.630
C 2.355 7.928 -14.235
O 1.922 8.974 -14.685
O 1.595 6.927 -14.385
H 4.196 8.746 -13.553
H 4.229 7.032 -14.151
H 3.480 7.391 -12.636
C -1.597 9.650 -13.309
C -0.896 10.854 -13.947
O -0.397 10.463 -15.209
O -0.778 8.454 -13.412
H -2.511 9.403 -13.849
H -1.873 10.002 -12.315
H -0.021 11.248 -13.429
H -1.620 11.648 -14.128
H -0.072 11.263 -15.629
H -0.328 8.346 -12.571
C 0.486 6.766 -10.869
C -0.279 5.849 -9.972
O -1.608 5.549 -10.410
O 0.109 8.081 -10.710
H 0.572 6.467 -11.913
H 1.550 6.709 -10.638
H -0.358 6.210 -8.947
H 0.357 4.969 -9.880
H -1.697 5.077 -11.241
H -0.026 8.299 -9.785
C 2.500 12.296 -11.921
C 3.336 12.254 -13.153
O 4.704 12.452 -12.685
O 2.538 13.640 -11.400
H 3.030 11.681 -11.194
H 1.488 11.938 -12.111
H 3.150 12.961 -13.962
H 3.328 11.224 -13.511
H 5.353 12.617 -13.373
H 3.488 13.766 -11.342
C 6.340 4.533 -14.197
C 7.679 4.332 -13.598
O 7.507 3.932 -12.249
O 5.562 3.357 -13.943
H 6.484 4.812 -15.240
H 5.740 5.294 -13.696
H 8.321 5.212 -13.632
H 8.241 3.629 -14.212
H 6.567 3.742 -12.285
H 4.908 3.251 -14.639
C -0.283 3.846 -13.457
C 0.824 3.116 -12.591
O 1.705 4.038 -11.959
O -1.402 4.519 -12.911
H -0.767 3.243 -14.224
H 0.198 4.730 -13.877
H 1.563 2.639 -13.234
H 0.353 2.372 -11.948
H 2.042 4.686 -12.581
H -1.756 5.204 -13.483
C 1.905 13.042 -16.820
C 2.860 11.832 -16.905
O 2.692 11.106 -18.108
O 0.589 12.619 -16.724
H 2.182 13.639 -17.689
H 2.070 13.539 -15.864
H 2.599 11.215 -16.046
H 3.903 12.025 -16.655
H 1.993 10.469 -17.940
H 0.394 12.367 -17.630
C 2.615 3.891 -16.300
C 3.257 2.853 -17.135
O 2.468 1.935 -17.612
O 3.672 4.600 -15.617
H 1.882 3.528 -15.579
H 2.155 4.623 -16.964
H 3.888 2.194 -16.538
H 3.899 3.090 -17.984
H 2.940 1.499 -18.326
H 3.343 5.481 -15.425
C 5.411 8.982 -18.722
C 6.524 7.950 -18.551
C 7.767 8.348 -19.396
C 8.499 9.486 -18.707
C 8.802 9.254 -17.228
C 7.647 8.721 -16.386
N 6.896 7.644 -17.159
O 5.830 7.075 -16.410
C 8.351 7.898 -15.249
C 6.715 9.970 -15.859
C 5.962 6.684 -19.310
H 4.774 8.735 -19.571
H 5.768 10.012 -18.726
H 4.843 8.945 -17.792
H 8.507 7.548 -19.400
H 7.511 8.707 -20.393
H 7.960 10.426 -18.824
H 9.347 9.704 -19.356
H 9.201 10.230 -16.948
H 9.664 8.588 -17.195
H 8.890 7.093 -15.749
H 9.098 8.420 -14.651
H 7.606 7.411 -14.621
H 7.347 10.596 -15.228
H 6.574 10.643 -16.704
H 5.813 9.638 -15.345
H 5.791 7.050 -20.322
H 5.128 6.093 -18.931
H 6.693 5.877 -19.345
H 5.886 6.151 -16.667
*
```

Atomic partial charges in e from the Mulliken method, atoms 1 to 99: number 1, V, carries 0.5073; number 2, C, carries -0.9722; number 3, C, carries 1.1179; number 4, O, carries -0.6050; number 5, O, carries -0.8475; number 6, H, carries 0.2878; number 7, H, carries 0.4763; number 8, H, carries 0.0053; number 9, C, carries -0.5947; number 10, C, carries 1.0542; number 11, O, carries -0.1754; number 12, O, carries -0.2912; number 13, H, carries 0.1901; number 14, H, carries -0.2514; number 15, H, carries 0.3453; number 16, C, carries -0.6238; number 17, C, carries 0.2443; number 18, O, carries -0.2585; number 19, O, carries -0.0066; number 20, H, carries 0.3214; number 21, H, carries 0.3763; number 22, H, carries -0.3596; number 23, H, carries 0.4966; number 24, H, carries 0.2443; number 25, H, carries -0.1169; number 26, C, carries 0.7144; number 27, C, carries -0.8124; number 28, O, carries -0.6169; number 29, O, carries -0.5858; number 30, H, carries -0.4143; number 31, H, carries 0.2121; number 32, H, carries 0.5007; number 33, H, carries 0.2275; number 34, H, carries 0.4852; number 35, H, carries 0.3392; number 36, C, carries -0.4393; number 37, C, carries 0.6791; number 38, O, carries -0.6311; number 39, O, carries -0.6064; number 40, H, carries 0.3704; number 41, H, carries 0.1244; number 42, H, carries 0.0434; number 43, H, carries -0.2762; number 44, H, carries 0.2901; number 45, H, carries 0.3528; number 46, C, carries 0.0818; number 47, C, carries -0.3047; number 48, O, carries -0.5759; number 49, O, carries -0.7588; number 50, H, carries 0.1108; number 51, H, carries 0.2837; number 52, H, carries 0.1778; number 53, H, carries 0.3329; number 54, H, carries 0.3784; number 55, H, carries 0.1117; number 56, C, carries 0.4952; number 57, C, carries -0.5311; number 58, O, carries -0.5182; number 59, O, carries -0.5851; number 60, H, carries 0.3561; number 61, H, carries -0.5579; number 62, H, carries 0.2857; number 63, H, carries 0.3739; number 64, H, carries 0.2571; number 65, H, carries 0.2844; number 66, C, carries -0.7401; number 67, C, carries 0.2820; number 68, O, carries -0.5813; number 69, O, carries -0.5745; number 70, H, carries 0.3340; number 71, H, carries 0.3748; number 72, H, carries -0.3301; number 73, H, carries 0.4584; number 74, H, carries 0.2415; number 75, H, carries 0.2934; number 76, C, carries 0.4854; number 77, C, carries -0.7001; number 78, O, carries -0.5575; number 79, O, carries 0.4180; number 80, H, carries -0.0769; number 81, H, carries 0.0448; number 82, H, carries 0.2573; number 83, H, carries 0.2843; number 84, H, carries 0.3678; number 85, H, carries -0.3413; number 86, C, carries -1.3949; number 87, C, carries 1.7176; number 88, C, carries -1.0249; number 89, C, carries -0.8605; number 90, C, carries -1.1539; number 91, C, carries 1.5217; number 92, N, carries -0.4349; number 93, O, carries 0.6015; number 94, C, carries -1.8556; number 95, C, carries -1.4542; number 96, C, carries -2.1486; number 97, H, carries 0.5235; number 98, H, carries 0.1052; number 99, H, carries 0.0341

Record 2
Density functional theory data (the ωB97M-V functional and the def2-TZVPD basis) for 8 unconnected molecules or ions with the total composition C27H68N8O8.

The value obtained for the energy above the lowest of the compared OMol25 structures with the same formula, charge and spin is 78.4 kJ/mol. The value obtained for the HOMO energy is -9.0 eV. As for the SMILES: COC[C@H](C)N.COC[C@H](C)N.COC[C@H](C)N.CN(C)C=O.CN(C)C=O.CN(C)C=O.CN(C)C=O.CN(C)C=O.

```
! wB97M-V def2-TZVPD RIJCOSX def2/J DEFGRID3
* xyz 0 1
C 2.451 6.483 1.815
C 1.394 5.837 0.921
C 0.036 6.480 1.049
O -0.872 5.766 0.268
C -2.142 6.331 0.160
N 1.817 5.967 -0.487
H 2.352 6.180 2.856
H 2.374 7.568 1.727
H 3.417 6.144 1.444
H 1.360 4.762 1.151
H 0.141 7.538 0.759
H -0.258 6.530 2.113
H -2.725 5.707 -0.512
H -2.172 7.370 -0.199
H -2.623 6.392 1.150
H 2.632 5.378 -0.624
H 1.079 5.563 -1.058
C 1.673 -1.723 1.842
C 1.209 -1.499 0.401
C 0.336 -0.265 0.269
O 0.977 0.841 0.900
C 0.225 1.469 1.918
N 2.354 -1.307 -0.527
H 2.206 -0.834 2.179
H 2.420 -2.526 1.837
H 0.877 -2.017 2.526
H 0.651 -2.368 0.040
H -0.658 -0.466 0.683
H 0.198 0.033 -0.774
H 0.921 2.174 2.379
H -0.226 0.791 2.643
H -0.539 2.111 1.467
H 2.850 -0.454 -0.271
H 3.024 -2.041 -0.297
C -0.734 -2.054 -3.522
C 0.119 -3.238 -3.041
C -0.089 -4.404 -3.986
O -1.391 -4.983 -3.847
C -1.496 -5.854 -2.751
N 1.548 -2.913 -2.976
H -0.708 -1.237 -2.794
H -1.764 -2.373 -3.686
H -0.311 -1.640 -4.441
H -0.238 -3.527 -2.050
H 0.676 -5.184 -3.896
H -0.093 -4.059 -5.024
H -1.199 -5.376 -1.814
H -0.869 -6.751 -2.892
H -2.514 -6.239 -2.705
H 1.882 -2.663 -3.900
H 1.675 -2.104 -2.367
C -3.724 1.739 -1.585
O -4.448 1.288 -2.451
N -4.193 2.189 -0.389
C -3.296 2.613 0.658
C -5.586 2.087 -0.039
H -2.622 1.757 -1.598
H -3.499 2.050 1.571
H -3.389 3.692 0.804
H -2.257 2.447 0.377
H -5.692 1.530 0.897
H -6.026 3.077 0.125
H -6.132 1.621 -0.854
C 5.492 0.275 0.657
O 5.314 0.336 -0.545
N 5.938 -0.792 1.337
C 6.071 -0.785 2.758
C 6.316 -1.994 0.614
H 5.199 1.130 1.293
H 5.455 -1.568 3.212
H 5.755 0.169 3.181
H 7.096 -0.941 3.111
H 5.669 -2.077 -0.261
H 7.345 -1.941 0.259
H 6.156 -2.863 1.248
C 1.089 2.109 -2.288
O 0.000 2.586 -2.051
N 1.853 2.398 -3.377
C 2.967 1.537 -3.714
C 1.338 3.258 -4.410
H 1.573 1.378 -1.622
H 3.226 0.898 -2.870
H 3.856 2.149 -3.901
H 2.776 0.920 -4.594
H 2.077 4.005 -4.718
H 1.033 2.704 -5.304
H 0.477 3.820 -4.059
C -3.407 -1.156 1.154
O -2.618 -1.055 2.082
N -3.352 -2.060 0.162
C -4.066 -1.897 -1.085
C -2.371 -3.111 0.202
H -4.240 -0.443 1.018
H -4.663 -0.989 -1.038
H -4.733 -2.744 -1.264
H -3.351 -1.850 -1.908
H -1.497 -2.843 -0.415
H -1.971 -3.195 1.209
H -2.768 -4.045 -0.188
C -2.978 -5.450 4.826
O -2.708 -6.584 4.486
N -2.148 -4.387 4.719
C -2.606 -3.046 4.957
C -0.934 -4.511 3.940
H -3.948 -5.183 5.278
H -2.101 -2.590 5.816
H -3.674 -2.962 5.169
H -2.439 -2.406 4.086
H -0.161 -3.877 4.375
H -0.610 -5.546 3.980
H -1.114 -4.189 2.912
*
```

Atomic partial charges in e from the Mulliken method, atoms 1 to 99: number 1, C, carries -1.4726; number 2, C, carries 1.1665; number 3, C, carries -0.9691; number 4, O, carries -0.0932; number 5, C, carries -0.8896; number 6, N, carries -0.8423; number 7, H, carries 0.3730; number 8, H, carries 0.3356; number 9, H, carries 0.3569; number 10, H, carries -0.1423; number 11, H, carries 0.3803; number 12, H, carries 0.3566; number 13, H, carries 0.2243; number 14, H, carries 0.3306; number 15, H, carries 0.3441; number 16, H, carries 0.2858; number 17, H, carries 0.2911; number 18, C, carries -1.7655; number 19, C, carries 0.8996; number 20, C, carries 0.6197; number 21, O, carries -0.3493; number 22, C, carries -0.2311; number 23, N, carries -0.2567; number 24, H, carries 0.2538; number 25, H, carries 0.5103; number 26, H, carries 0.3104; number 27, H, carries -0.0884; number 28, H, carries -0.3546; number 29, H, carries -0.2095; number 30, H, carries 0.2304; number 31, H, carries 0.2851; number 32, H, carries -0.1821; number 33, H, carries -0.0941; number 34, H, carries 0.2582; number 35, C, carries -1.1147; number 36, C, carries 1.8979; number 37, C, carries -1.0589; number 38, O, carries -0.3187; number 39, C, carries -0.5796; number 40, N, carries -0.6523; number 41, H, carries 0.1107; number 42, H, carries 0.3253; number 43, H, carries 0.4073; number 44, H, carries -0.7714; number 45, H, carries 0.3742; number 46, H, carries 0.3663; number 47, H, carries 0.1775; number 48, H, carries 0.3089; number 49, H, carries 0.2483; number 50, H, carries 0.2862; number 51, H, carries 0.1318; number 52, C, carries 0.2861; number 53, O, carries -0.6557; number 54, N, carries 0.2485; number 55, C, carries -0.5813; number 56, C, carries -1.0655; number 57, H, carries 0.2572; number 58, H, carries 0.3821; number 59, H, carries 0.4045; number 60, H, carries -0.3154; number 61, H, carries 0.3442; number 62, H, carries 0.3166; number 63, H, carries 0.3271; number 64, C, carries 0.1593; number 65, O, carries -0.6173; number 66, N, carries 0.1893; number 67, C, carries -0.9231; number 68, C, carries -1.0031; number 69, H, carries 0.2762; number 70, H, carries 0.3269; number 71, H, carries 0.2980; number 72, H, carries 0.3409; number 73, H, carries 0.3196; number 74, H, carries 0.3031; number 75, H, carries 0.3612; number 76, C, carries 0.7627; number 77, O, carries -0.7061; number 78, N, carries 0.1665; number 79, C, carries -0.7667; number 80, C, carries -1.0473; number 81, H, carries -0.0154; number 82, H, carries 0.1361; number 83, H, carries 0.3100; number 84, H, carries 0.2710; number 85, H, carries 0.3438; number 86, H, carries 0.3402; number 87, H, carries 0.2681; number 88, C, carries -0.0029; number 89, O, carries -0.5689; number 90, N, carries 0.1626; number 91, C, carries -0.7364; number 92, C, carries 0.3879; number 93, H, carries 0.3804; number 94, H, carries 0.2987; number 95, H, carries 0.2814; number 96, H, carries 0.1229; number 97, H, carries -0.3104; number 98, H, carries -0.5498; number 99, H, carries 0.5290